Here is C42H42BiClN10O3P2S as an isolated structure from the Open Molecules 2025 dataset. Energies are from the ωB97M-V functional and the def2-TZVPD basis.

Each line ends with the Mulliken charge.
Element x y z (Å)
Bi (-0.15, 1.24, 0.91)  1.74
N (2.32, 2.57, 3.17)  -0.41
N (2.41, 3.85, 2.65)  -0.22
C (1.36, 4.52, 2.18)  0.77
N (1.59, 5.77, 1.77)  -0.42
S (-0.24, 3.91, 2.14)  -0.46
H (2.69, 2.57, 4.11)  0.30
H (2.85, 1.94, 2.57)  0.17
H (3.32, 4.30, 2.62)  0.21
H (2.47, 6.23, 1.93)  0.20
H (0.81, 6.33, 1.49)  0.22
N (-1.69, -1.89, 1.30)  0.76
P (-0.60, -1.33, 2.53)  -1.00
C (-1.05, -2.36, 3.95)  0.57
C (-1.49, -3.68, 3.81)  -0.21
C (-1.68, -4.46, 4.93)  -0.78
C (-1.43, -3.94, 6.20)  -0.49
C (-1.00, -2.63, 6.35)  -0.76
C (-0.82, -1.84, 5.22)  -0.33
C (1.02, -1.97, 2.01)  1.11
C (2.13, -1.29, 2.52)  -0.42
C (3.41, -1.77, 2.26)  -0.60
C (3.58, -2.90, 1.48)  -0.67
C (2.48, -3.57, 0.96)  -0.57
C (1.20, -3.11, 1.23)  -0.52
P (-1.64, -1.02, -0.18)  -1.11
C (-1.07, -2.24, -1.39)  1.04
C (-1.42, -3.58, -1.21)  -0.67
C (-1.07, -4.52, -2.17)  -0.66
C (-0.37, -4.13, -3.31)  -0.68
C (-0.03, -2.80, -3.49)  -0.73
C (-0.38, -1.85, -2.53)  0.22
C (-3.36, -0.71, -0.63)  1.54
C (-3.56, 0.09, -1.76)  -0.81
C (-4.84, 0.31, -2.24)  -0.60
C (-5.93, -0.25, -1.59)  -0.71
C (-5.74, -1.04, -0.47)  -0.88
C (-4.46, -1.27, 0.02)  -0.69
H (-2.61, -2.10, 1.66)  0.22
H (-1.66, -4.10, 2.82)  0.33
H (-2.02, -5.48, 4.83)  0.44
H (-1.57, -4.56, 7.08)  0.40
H (-0.82, -2.22, 7.33)  0.42
H (-0.49, -0.81, 5.34)  0.38
H (2.00, -0.40, 3.12)  0.30
H (4.28, -1.25, 2.67)  0.40
H (4.58, -3.27, 1.28)  0.42
H (2.62, -4.45, 0.35)  0.49
H (0.33, -3.63, 0.82)  0.30
H (-1.97, -3.89, -0.33)  0.35
H (-1.35, -5.56, -2.03)  0.46
H (-0.10, -4.87, -4.05)  0.44
H (0.51, -2.50, -4.38)  0.53
H (-0.10, -0.81, -2.68)  0.23
H (-2.71, 0.52, -2.28)  0.30
H (-4.99, 0.92, -3.13)  0.50
H (-6.94, -0.08, -1.97)  0.43
H (-6.59, -1.49, 0.04)  0.47
H (-4.35, -1.90, 0.89)  0.36
N (0.18, 2.39, -2.50)  -0.04
C (-0.89, 2.96, -1.94)  0.01
N (-1.45, 3.96, -2.60)  -0.73
C (-2.55, 4.46, -2.06)  0.13
N (-3.14, 5.50, -2.65)  -0.31
N (-3.16, 3.99, -0.94)  -0.71
C (-2.52, 3.04, -0.33)  -0.36
N (-1.36, 2.47, -0.74)  1.24
C (-3.17, 2.53, 0.93)  0.78
C (-4.39, 3.02, 1.31)  -0.65
C (-4.98, 2.53, 2.47)  -0.77
C (-4.32, 1.56, 3.19)  -0.99
C (-3.09, 1.12, 2.75)  -0.66
N (-2.51, 1.59, 1.63)  0.82
H (0.49, 2.78, -3.37)  0.25
H (0.65, 1.60, -2.08)  -0.14
H (-2.74, 5.88, -3.49)  0.27
H (-3.99, 5.88, -2.27)  0.24
H (-4.86, 3.78, 0.70)  0.61
H (-5.94, 2.90, 2.79)  0.49
H (-4.74, 1.15, 4.10)  0.55
H (-2.54, 0.38, 3.31)  0.37
C (6.88, 0.84, -2.64)  -1.28
C (5.79, 0.43, -3.59)  0.81
C (6.04, 0.21, -4.94)  -0.79
C (5.03, -0.17, -5.80)  0.10
Cl (5.39, -0.44, -7.48)  -0.21
C (3.73, -0.33, -5.35)  -1.00
C (3.46, -0.11, -4.00)  0.16
C (4.49, 0.24, -3.14)  0.26
O (4.24, 0.50, -1.80)  -0.39
C (3.41, -0.41, -1.11)  -1.07
C (2.34, 0.42, -0.44)  0.67
O (2.61, 1.17, 0.51)  -0.59
O (1.13, 0.31, -0.88)  0.19
H (7.77, 1.16, -3.19)  0.44
H (7.17, 0.01, -1.99)  0.28
H (6.56, 1.66, -1.99)  0.31
H (7.04, 0.34, -5.32)  0.41
H (2.95, -0.61, -6.04)  0.44
H (2.45, -0.21, -3.64)  0.39
H (3.98, -0.96, -0.36)  0.19
H (2.93, -1.12, -1.78)  0.66

Computed properties:
- total charge = +2
- spin multiplicity = 1
- ΔE to the lowest compared entry with this formula, charge and spin (kcal/mol) = 31.2
- Kohn-Sham gap (eV) = 6.43
- LUMO energy (eV) = -5.53
- DFT total energy (hartree) = -4154.35741